Entry 1:
Below is a 3-piece molecular cluster, C18H38N6O7S3 overall in a non-equilibrium geometry, with properties calculated with ωB97M-V/def2-TZVPD.

Cartesian coordinates (Å):
S -4.208 -0.536 1.735
S 1.919 -3.363 -1.889
S 2.559 -2.772 0.925
O -4.581 -1.238 0.536
O -1.268 -5.231 -3.752
O -1.942 2.885 2.857
O -2.854 -1.140 2.264
O -5.125 -0.401 2.828
O -3.623 0.877 1.378
O 1.328 1.843 1.791
N -1.682 -4.832 -5.946
N -2.766 1.661 4.577
N 0.313 -4.163 -4.979
N 2.404 -0.866 -0.935
N -0.485 1.733 4.144
N 1.531 3.248 0.000
C -0.903 -4.774 -4.819
C 1.668 2.942 1.349
C -1.971 2.267 -1.190
C -0.189 -2.570 1.486
C 2.299 4.014 2.200
C 0.564 -0.606 -2.666
C -1.743 2.141 3.812
C 2.031 -0.382 -2.287
C 1.191 -1.975 1.814
C -1.714 -0.559 1.572
C 0.505 2.458 -0.688
C 3.824 -0.462 -0.624
C -2.223 0.842 -0.631
C 4.004 0.221 0.736
C -0.887 3.032 -0.438
C 2.255 -2.246 -0.755
C -2.245 0.752 0.889
C -1.081 -1.617 0.679
H 1.345 4.238 -0.112
H 1.974 5.013 1.905
H 0.494 -1.206 -3.578
H 0.587 1.430 -0.328
H -0.466 -1.138 -0.087
H -2.578 -5.272 -5.858
H 4.462 -1.346 -0.698
H 4.713 -0.333 1.356
H -1.642 2.142 -2.231
H 2.037 3.846 3.246
H -1.038 -0.255 2.376
H -3.196 0.483 -0.986
H 3.387 3.952 2.111
H -0.887 4.078 -0.779
H 3.054 0.302 1.259
H 1.230 -0.894 1.645
H 0.703 2.439 -1.768
H 4.428 1.222 0.606
H -1.759 1.584 1.383
H -1.089 3.065 0.633
H 4.130 0.208 -1.430
H -2.902 2.838 -1.239
H 0.260 2.069 3.555
H 2.700 -0.829 -3.033
H -3.697 1.935 4.325
H -1.890 -2.160 0.184
H -1.483 0.167 -1.060
H 0.906 -4.103 -4.170
H 0.629 -3.778 -5.847
H -0.075 -3.528 0.972
H 0.063 0.346 -2.878
H -2.631 1.044 5.354
H -0.705 -2.788 2.428
H -0.279 1.118 4.907
H 1.458 -2.138 2.863
H -1.402 -4.463 -6.833
H 2.234 0.693 -2.260
H 0.021 -1.164 -1.906

For the HOMO energy, the calculation gives -8.391 eV. The structure (SMILES) is CCN(CC)C(=S)SCCC[C@@H]1OS(=O)(=O)O[C@@H]1CCCCNC(C)=O.NC(N)=O.NC(N)=O. The net charge is 0. The value obtained for the frontier orbital gap is 0.3076 Eh. As for the total energy: -75063.211 eV.

---

Entry 2:
Below is a 5-piece molecular cluster, C18H38NO14S5 overall in a non-equilibrium geometry, with properties calculated with ωB97M-V/def2-TZVPD.

Cartesian coordinates (Å):
S -2.352 0.825 7.605
S -4.429 -5.989 2.677
S 4.947 4.917 -1.249
S 3.726 -1.389 -6.497
S -1.099 2.051 -0.786
O 5.777 3.578 -1.565
O 5.025 5.788 -2.383
O -3.440 1.733 7.397
O -2.618 -2.921 2.857
O -2.434 -0.244 8.556
O -2.487 2.246 -0.474
O -0.317 1.632 0.556
O 4.905 -0.818 -5.912
O -1.692 -4.187 1.200
O -0.683 1.186 -1.852
O 3.689 4.560 -0.658
O -1.904 0.220 6.181
O 2.895 -0.646 -7.396
O 2.806 -2.000 -5.327
N -6.667 -4.045 -0.187
C -0.888 1.762 7.918
C -0.809 0.512 1.292
C -2.673 -0.853 5.632
C 5.159 2.559 -2.361
C -5.008 -4.788 1.442
C -0.333 3.625 -1.007
C -0.428 -0.803 0.638
C -6.289 -4.970 0.775
C 5.165 2.917 -3.835
C -5.908 -2.940 -0.528
C 6.015 5.541 0.012
C -3.974 -0.358 5.028
C 1.316 -0.196 -4.634
C 2.430 -1.147 -4.241
C -2.758 -3.510 1.836
C -4.145 -3.638 1.109
C -4.612 -2.672 0.099
C 4.154 -2.921 -7.265
H 0.484 -0.742 -5.084
H 2.080 -1.799 -3.439
H 0.747 3.489 -1.055
H 4.515 3.770 -4.034
H -0.940 -0.927 -0.319
H 4.747 -3.511 -6.569
H 4.812 2.076 -4.437
H 5.641 6.520 0.309
H -1.043 2.321 8.840
H -2.064 -1.307 4.848
H -1.891 0.587 1.429
H 3.298 -0.604 -3.859
H -3.788 0.463 4.332
H -3.974 -1.789 -0.151
H 6.169 3.192 -4.161
H 4.145 2.353 -2.007
H -4.987 -5.597 3.878
H -4.484 -1.166 4.500
H -0.356 0.564 2.284
H -0.048 1.078 8.030
H -0.701 -1.648 1.272
H 7.021 5.634 -0.392
H -2.122 -4.875 0.645
H -0.608 4.271 -0.176
H -7.571 -4.215 -0.642
H 0.953 0.353 -3.763
H 4.736 -2.694 -8.156
H -6.951 -5.835 1.040
H -6.242 -2.224 -1.318
H 5.996 4.859 0.860
H -0.724 2.448 7.089
H -2.854 -1.624 6.386
H -4.646 0.020 5.800
H 3.240 -3.444 -7.540
H 5.742 1.649 -2.211
H -0.696 4.044 -1.945
H 0.644 -0.838 0.436
H 1.662 0.530 -5.371

For the HOMO energy, the calculation gives -12.094 eV. The net charge is +1. The value obtained for the frontier orbital gap is 0.2416 Eh. The value obtained for the energy above the lowest of the compared OMol25 structures with the same formula, charge and spin is 0.0 kcal/mol. As for the total energy: -103603.897 eV.

---

Entry 3:
Below is C18H39CuN4O4 as an isolated structure in a non-equilibrium geometry, with properties calculated with ωB97M-V/def2-TZVPD.

Cartesian coordinates (Å):
Cu 6.883 37.712 -27.013
O 10.355 35.799 -23.656
O 9.580 40.821 -30.195
O 5.389 35.379 -31.221
O 2.773 38.826 -25.391
N 1.838 37.845 -24.878
N 12.370 35.054 -22.905
N 9.839 42.496 -31.671
N 4.193 35.637 -33.076
C 10.513 41.721 -32.647
C 0.588 37.526 -25.731
C -0.674 37.280 -24.856
C 3.125 37.890 -22.643
C 4.762 36.982 -33.277
C 0.229 38.693 -26.654
C 13.169 34.286 -21.894
C 11.036 35.336 -22.741
C -0.333 36.299 -23.694
C 0.862 36.279 -26.647
C 4.629 34.940 -32.086
C 9.394 43.774 -32.112
C 2.759 35.750 -23.970
C 0.811 36.882 -22.848
C 2.168 37.100 -23.599
C 12.976 35.306 -24.177
C 9.367 42.009 -30.457
C 3.163 35.173 -33.987
H 3.353 37.631 -21.609
H 3.218 35.261 -23.110
H 4.985 37.084 -34.339
H 3.357 35.239 -35.058
H 0.390 39.565 -26.021
H 0.806 36.239 -21.969
H 13.189 34.390 -24.728
H 1.144 36.541 -27.667
H -1.432 36.676 -25.356
H 4.110 33.970 -32.074
H 8.423 43.721 -32.605
H 13.929 35.830 -24.094
H 12.330 35.817 -24.890
H 3.549 35.911 -24.704
H 9.831 41.344 -33.409
H 2.172 35.606 -33.854
H 4.083 38.155 -23.089
H 0.021 35.329 -24.044
H 12.689 34.288 -20.916
H 0.867 38.831 -27.527
H 10.907 40.829 -32.159
H -1.059 38.148 -24.320
H 0.462 37.832 -22.442
H 9.423 44.248 -31.131
H 2.940 34.124 -33.795
H 13.303 33.266 -22.255
H 8.777 42.739 -29.882
H 0.033 35.575 -26.718
H 2.765 38.899 -22.440
H 11.350 42.187 -33.166
H 14.145 34.766 -21.818
H -1.246 36.109 -23.130
H 3.906 37.654 -33.224
H 2.115 34.975 -24.385
H 5.642 37.325 -32.733
H -0.810 38.984 -26.806
H 10.659 35.089 -21.737
H 1.627 35.620 -26.236
H 10.071 44.227 -32.836

For the HOMO energy, the calculation gives -4.911 eV. The net charge is 0. The value obtained for the frontier orbital gap is 0.1121 Eh. The value obtained for the energy above the lowest of the compared OMol25 structures with the same formula, charge and spin is 164.6 kcal/mol. As for the total energy: -78079.254 eV.

---

Entry 4:
Below is C18H39N2O2Zn as an isolated structure in a non-equilibrium geometry, with properties calculated with ωB97M-V/def2-TZVPD.

Cartesian coordinates (Å):
Zn 9.056 1.616 -22.118
O 9.867 2.647 -20.592
O 8.886 0.895 -20.126
N 13.861 3.313 -24.605
N 14.336 6.573 -15.623
C 9.538 1.823 -19.754
C 12.787 4.757 -16.285
C 14.639 8.583 -13.793
C 12.616 3.232 -25.544
C 11.790 3.947 -23.379
C 13.931 4.210 -15.442
C 14.212 1.972 -23.963
C 14.182 9.927 -13.322
C 13.803 7.932 -14.979
C 15.138 4.078 -25.248
C 9.956 1.961 -18.218
C 14.377 5.420 -14.635
C 13.345 4.187 -23.513
C 11.465 3.947 -24.842
C 13.300 6.139 -16.695
C 14.875 0.921 -24.881
C 14.864 -0.388 -24.109
C 15.756 6.907 -16.166
H 15.691 4.207 -24.318
H 10.923 1.647 -17.825
H 11.700 3.028 -22.800
H 9.165 1.768 -17.493
H 15.473 3.328 -25.964
H 12.699 4.162 -17.194
H 11.439 4.966 -25.228
H 12.927 3.695 -26.481
H 13.733 3.293 -14.887
H 15.913 1.095 -25.163
H 15.430 -0.289 -23.183
H 13.937 10.709 -14.041
H 14.816 10.375 -12.558
H 11.394 4.878 -22.974
H 15.631 7.891 -16.618
H 10.149 3.033 -18.188
H 14.961 2.253 -23.223
H 13.894 -0.760 -23.777
H 12.361 2.204 -25.800
H 10.491 3.525 -25.091
H 16.402 6.912 -15.288
H 15.328 -1.102 -24.790
H 15.369 5.351 -14.188
H 13.214 9.707 -12.872
H 13.593 5.199 -23.834
H 15.991 6.247 -17.001
H 15.594 8.827 -14.260
H 13.701 5.609 -13.802
H 12.484 6.856 -16.786
H 13.647 4.071 -22.472
H 14.703 7.842 -12.996
H 14.242 0.643 -25.723
H 11.858 4.760 -15.715
H 14.700 3.890 -16.145
H 13.354 1.448 -23.544
H 12.740 7.786 -14.791
H 13.682 6.066 -17.713
H 14.905 5.030 -25.726
H 13.745 8.747 -15.700

For the HOMO energy (spin up / spin down), the calculation gives -20.210 / -20.210 eV. The net charge is +4. The value obtained for the frontier orbital gap (spin up / spin down) is 0.2481 / 0.0886 Eh. The expectation value of S² is 0.7529. The spin multiplicity is 2. As for the total energy: -74744.933 eV.